C22H44O19S | ωB97M-V with the def2-TZVPD basis set

Element x y z (Å)
O 0.51 1.92 -2.61
S -0.36 0.83 -2.18
O -0.48 -0.33 -3.07
O -0.01 0.37 -0.61
C -1.09 0.01 0.16
C -2.22 0.95 -0.39
O -1.86 1.33 -1.67
H -1.26 -1.05 -0.01
H -0.94 0.20 1.23
H -2.37 1.87 0.16
H -3.21 0.48 -0.42
C -4.63 -1.34 1.55
C -5.60 -1.30 2.76
O -6.82 -1.83 2.32
C -7.71 -2.24 3.21
O -7.57 -2.63 4.32
O -9.02 -2.16 2.56
C -10.13 -2.86 3.12
H -4.76 -2.23 0.94
H -3.65 -1.22 2.02
H -4.98 -0.52 0.92
H -5.65 -0.33 3.25
H -5.29 -2.02 3.52
H -10.98 -2.59 2.49
H -10.30 -2.56 4.16
H -9.89 -3.89 2.87
C 6.09 0.54 -1.28
C 5.28 -0.72 -0.91
O 4.05 -0.85 -1.67
C 3.73 -1.78 -2.65
O 4.58 -2.46 -3.26
O 2.37 -1.96 -2.61
C 1.82 -2.99 -3.46
H 6.91 0.54 -0.56
H 5.47 1.43 -1.35
H 6.48 0.50 -2.30
H 5.19 -0.70 0.17
H 5.92 -1.54 -1.21
H 2.07 -3.98 -3.08
H 2.19 -2.94 -4.48
H 0.75 -2.81 -3.53
C -3.30 -4.90 5.27
C -3.17 -3.39 5.21
O -2.56 -2.92 3.98
C -1.25 -3.26 3.63
O -0.41 -3.98 4.18
O -0.88 -2.53 2.53
C 0.46 -2.26 2.16
H -3.95 -5.30 4.49
H -3.77 -5.20 6.20
H -2.29 -5.28 5.36
H -2.54 -3.04 6.02
H -4.08 -2.80 5.31
H 0.90 -3.18 1.78
H 1.03 -1.76 2.94
H 0.49 -1.48 1.39
C 8.23 2.70 -5.90
C 7.07 3.35 -6.56
O 5.85 2.49 -6.44
C 5.13 2.47 -5.23
O 5.38 3.06 -4.17
O 4.17 1.67 -5.36
C 3.26 1.47 -4.25
H 9.02 3.44 -5.87
H 8.62 1.92 -6.55
H 8.11 2.38 -4.87
H 7.19 3.73 -7.57
H 6.77 4.22 -5.97
H 2.41 0.91 -4.64
H 2.99 2.34 -3.65
H 3.69 0.79 -3.50
C -2.20 5.72 0.65
C -1.55 4.83 1.68
O -0.65 3.92 1.14
C 0.29 3.42 1.78
O 0.51 3.56 2.98
O 0.93 2.63 1.08
C 1.79 1.62 1.57
H -2.63 5.11 -0.15
H -1.44 6.30 0.14
H -3.06 6.20 1.12
H -2.33 4.26 2.17
H -1.00 5.41 2.43
H 2.71 2.18 1.73
H 1.98 0.85 0.83
H 1.43 1.18 2.50

Computed properties:
HOMO-LUMO gap (Eh): 0.3906
SMILES: O=S1(=O)OCCO1.CCOC(=O)OC.CCOC(=O)OC.CCOC(=O)OC.CCOC(=O)OC.CCOC(=O)OC
Multiplicity: 1

Formally, the Mulliken partial charges of the atoms, in units of the elementary charge, are as follows:
1 O -0.498
2 S 1.262
3 O -0.562
4 O -0.159
5 C -0.590
6 C -0.094
7 O -0.475
8 H 0.434
9 H 0.413
10 H 0.116
11 H 0.125
12 C -0.932
13 C 0.011
14 O -0.233
15 C 0.639
16 O -0.505
17 O -0.342
18 C -0.623
19 H 0.305
20 H 0.246
21 H 0.346
22 H 0.335
23 H -0.048
24 H 0.222
25 H 0.272
26 H 0.303
27 C -1.176
28 C -0.303
29 O -0.138
30 C 0.531
31 O -0.602
32 O -0.040
33 C -0.766
34 H 0.452
35 H 0.289
36 H 0.261
37 H 0.311
38 H 0.333
39 H 0.302
40 H 0.344
41 H 0.220
42 C -1.142
43 C -0.240
44 O -0.203
45 C 0.518
46 O -0.579
47 O -0.169
48 C -0.359
49 H 0.296
50 H 0.385
51 H 0.320
52 H 0.303
53 H 0.342
54 H 0.312
55 H 0.309
56 H -0.087
57 C -0.984
58 C -0.245
59 O -0.377
60 C 0.748
61 O -0.610
62 O -0.355
63 C -0.292
64 H 0.336
65 H 0.285
66 H 0.283
67 H 0.346
68 H 0.271
69 H 0.304
70 H 0.381
71 H -0.115
72 C -1.179
73 C -0.338
74 O -0.299
75 C 0.848
76 O -0.671
77 O -0.209
78 C -0.560
79 H 0.285
80 H 0.317
81 H 0.375
82 H 0.271
83 H 0.446
84 H 0.417
85 H 0.011
86 H 0.319

=====

C24H42ClInN10PS | ωB97M-V with the def2-TZVPD basis set

Element x y z (Å)
C 4.65 0.72 1.41
C 3.59 -0.48 1.90
C 3.72 -1.90 1.08
N 2.70 -0.23 2.93
In 0.76 -0.18 2.05
C -0.68 1.31 3.02
C -2.06 1.57 2.14
C -2.59 0.26 1.31
Cl -3.44 2.08 3.32
P 1.10 0.70 -0.36
S 1.77 2.53 -0.32
H 5.66 0.48 1.96
H 4.18 1.73 1.76
H 4.80 0.69 0.24
H 4.59 -2.57 1.48
H 3.93 -1.64 -0.06
H 2.67 -2.42 1.12
H 0.10 -1.86 1.99
H -0.10 2.36 2.99
H -0.89 1.09 4.16
H -1.94 2.45 1.35
H -2.93 -0.57 2.10
H -3.57 0.60 0.73
H -1.84 -0.15 0.51
H -0.23 0.58 -0.97
H 2.08 -0.19 -0.94
C 2.07 -5.98 2.14
C 0.81 -5.18 1.87
N -0.24 -4.52 1.65
H 2.30 -6.62 1.28
H 2.91 -5.30 2.31
H 1.94 -6.61 3.02
C -3.38 -2.83 -1.09
C -1.92 -2.58 -0.71
N -0.72 -2.38 -0.39
H -3.95 -3.10 -0.20
H -3.80 -1.92 -1.53
H -3.44 -3.64 -1.81
C -0.92 5.41 -0.02
C -0.73 6.83 -0.53
N -0.57 8.01 -0.96
H -0.98 5.41 1.07
H -1.84 4.99 -0.43
H -0.07 4.79 -0.33
C 6.25 -6.83 3.88
C 4.80 -6.59 4.23
N 3.59 -6.38 4.52
H 6.90 -6.40 4.64
H 6.45 -7.91 3.82
H 6.49 -6.38 2.91
C -1.52 1.86 -3.94
C -2.20 1.44 -2.65
N -2.77 1.10 -1.58
H -0.86 2.71 -3.75
H -0.92 1.03 -4.33
H -2.26 2.14 -4.68
C -7.49 -2.80 0.46
C -6.53 -3.68 -0.33
N -5.74 -4.42 -0.98
H -8.39 -2.62 -0.12
H -7.76 -3.29 1.40
H -7.01 -1.84 0.68
C -2.06 -2.42 -5.48
C -1.87 -1.00 -5.99
N -1.72 0.17 -6.41
H -2.12 -2.42 -4.39
H -2.98 -2.85 -5.89
H -1.22 -3.04 -5.79
C 3.60 5.37 2.48
C 4.76 4.46 2.10
N 5.72 3.71 1.79
H 2.79 5.26 1.75
H 3.22 5.10 3.47
H 3.93 6.41 2.49
C -1.26 6.76 -4.07
C -0.79 5.72 -5.08
N -0.40 4.86 -5.91
H -0.61 6.75 -3.19
H -1.22 7.76 -4.53
H -2.28 6.55 -3.76

Computed properties:
HOMO-LUMO gap (Eh): 0.2074
Total charge: -1
Multiplicity: 1

Formally, the Mulliken partial charges of the atoms, in units of the elementary charge, are as follows:
1 C -0.413
2 C 0.154
3 C -0.507
4 N -0.614
5 In 0.750
6 C -0.923
7 C 0.664
8 C -0.661
9 Cl -0.327
10 P 0.148
11 S -0.512
12 H 0.346
13 H -0.168
14 H 0.219
15 H 0.269
16 H 0.197
17 H 0.014
18 H -0.311
19 H 0.139
20 H 0.321
21 H -0.113
22 H 0.286
23 H 0.332
24 H -0.282
25 H -0.131
26 H 0.000
27 C -0.598
28 C 0.329
29 N -0.431
30 H 0.289
31 H 0.107
32 H 0.310
33 C -0.909
34 C 0.338
35 N -0.447
36 H 0.309
37 H 0.292
38 H 0.432
39 C -0.375
40 C 0.156
41 N -0.537
42 H 0.377
43 H 0.336
44 H 0.034
45 C -0.727
46 C 0.445
47 N -0.505
48 H 0.272
49 H 0.265
50 H 0.260
51 C -0.802
52 C 0.509
53 N -0.527
54 H 0.259
55 H 0.181
56 H 0.364
57 C -0.726
58 C 0.480
59 N -0.499
60 H 0.276
61 H 0.264
62 H 0.259
63 C -0.464
64 C 0.428
65 N -0.514
66 H 0.034
67 H 0.271
68 H 0.272
69 C -0.546
70 C 0.439
71 N -0.504
72 H 0.091
73 H 0.250
74 H 0.325
75 C -0.467
76 C 0.349
77 N -0.489
78 H -0.003
79 H 0.318
80 H 0.271

=====

C26H54N3O5 | ωB97M-V with the def2-TZVPD basis set

Element x y z (Å)
C -1.87 -0.39 3.10
C -3.08 -0.16 2.09
O -2.62 0.19 0.76
C -3.53 -0.23 -0.23
C -3.84 0.86 -1.32
N -2.64 1.51 -1.89
C -2.66 3.01 -1.95
C -3.97 3.53 -2.69
C -3.89 5.05 -3.09
C -3.32 5.97 -1.92
C -1.97 6.65 -2.35
O -0.87 5.97 -1.70
C 0.36 6.24 -2.38
C -1.60 0.91 -2.36
N -1.43 -0.51 -2.41
C -0.21 -0.87 -3.21
C -0.14 0.48 -4.07
C 1.16 0.64 -4.92
N -0.40 1.43 -2.96
H -1.86 -1.47 3.42
H -0.89 -0.19 2.60
H -2.06 0.23 4.00
H -3.67 -1.11 2.10
H -3.70 0.71 2.44
H -4.52 -0.52 0.22
H -3.19 -1.17 -0.77
H -4.57 1.58 -0.89
H -4.37 0.37 -2.19
H -2.60 3.38 -0.89
H -1.78 3.43 -2.49
H -4.83 3.43 -1.97
H -4.24 2.87 -3.55
H -3.38 5.20 -4.07
H -4.96 5.39 -3.24
H -3.18 5.43 -0.95
H -4.07 6.78 -1.71
H -1.93 7.73 -2.08
H -1.84 6.51 -3.46
H 0.26 6.91 -3.28
H 0.81 5.28 -2.74
H 1.12 6.73 -1.71
H -2.24 -1.05 -2.71
H -0.55 -1.76 -3.80
H 0.74 -0.98 -2.60
H -1.12 0.46 -4.60
H 0.99 1.51 -5.61
H 2.09 0.74 -4.32
H 1.28 -0.26 -5.58
H 0.37 1.52 -2.30
C 2.34 -0.79 4.97
C 2.01 -1.33 3.60
C 1.15 -2.53 3.93
O 0.46 -2.22 5.15
C 1.04 -1.05 5.73
H 2.62 0.26 4.98
H 3.15 -1.37 5.42
H 1.43 -0.59 3.03
H 2.89 -1.59 3.01
H 1.75 -3.43 4.10
H 0.42 -2.76 3.14
H 0.33 -0.22 5.60
H 1.20 -1.21 6.79
C 3.46 0.09 0.72
C 4.33 0.64 -0.39
C 4.05 -0.34 -1.52
O 2.70 -0.81 -1.33
C 2.25 -0.41 -0.03
H 3.21 0.82 1.49
H 3.96 -0.75 1.21
H 3.98 1.64 -0.67
H 5.38 0.71 -0.14
H 4.72 -1.20 -1.47
H 4.14 0.12 -2.51
H 1.51 0.39 -0.17
H 1.76 -1.25 0.46
C 2.82 -7.55 1.96
C 1.51 -7.60 2.72
C 1.48 -6.24 3.39
O 2.18 -5.34 2.52
C 2.87 -6.10 1.51
H 2.87 -8.25 1.12
H 3.65 -7.76 2.63
H 0.67 -7.69 2.02
H 1.45 -8.42 3.44
H 2.01 -6.25 4.35
H 0.47 -5.87 3.55
H 2.34 -5.96 0.56
H 3.89 -5.73 1.40

Computed properties:
HOMO-LUMO gap (Eh): 0.3171
Total charge: +1
Multiplicity: 1

Formally, the Mulliken partial charges of the atoms, in units of the elementary charge, are as follows:
1 C -0.644
2 C -0.394
3 O -0.244
4 C -0.394
5 C -0.836
6 N 0.369
7 C -0.707
8 C -0.447
9 C -0.884
10 C -0.681
11 C -0.511
12 O -0.329
13 C -0.646
14 C 0.175
15 N -0.152
16 C -0.472
17 C 0.281
18 C -1.191
19 N -0.268
20 H 0.299
21 H -0.066
22 H 0.336
23 H 0.328
24 H 0.232
25 H 0.489
26 H 0.219
27 H 0.402
28 H 0.248
29 H 0.235
30 H 0.291
31 H 0.266
32 H 0.329
33 H 0.474
34 H 0.355
35 H 0.385
36 H 0.408
37 H 0.338
38 H 0.348
39 H 0.337
40 H 0.172
41 H 0.270
42 H 0.338
43 H 0.425
44 H 0.004
45 H 0.295
46 H 0.357
47 H 0.178
48 H 0.378
49 H 0.291
50 C -0.706
51 C 0.552
52 C -0.154
53 O -0.443
54 C -0.459
55 H 0.362
56 H 0.312
57 H -0.309
58 H -0.014
59 H 0.041
60 H 0.264
61 H 0.203
62 H 0.336
63 C -0.342
64 C -0.731
65 C -0.414
66 O -0.411
67 C -0.182
68 H 0.415
69 H 0.175
70 H 0.291
71 H 0.375
72 H 0.247
73 H 0.260
74 H 0.025
75 H 0.302
76 C -0.540
77 C -0.611
78 C -0.427
79 O -0.276
80 C -0.507
81 H 0.330
82 H 0.269
83 H 0.280
84 H 0.343
85 H 0.331
86 H 0.281
87 H 0.282
88 H 0.260

=====

C26H27FN4O3 | ωB97M-V with the def2-TZVPD basis set

Element x y z (Å)
C 5.10 0.92 1.10
C 3.71 1.19 0.61
C 2.63 1.08 1.47
C 1.34 1.34 1.05
C 1.12 1.74 -0.26
N -0.19 2.08 -0.68
C -0.85 3.13 0.09
C -1.84 2.56 1.12
O -1.57 2.46 2.30
N -3.03 2.23 0.58
C -4.07 1.58 1.33
C -4.28 0.17 0.83
C -3.24 -0.75 0.93
C -3.39 -2.03 0.44
C -4.59 -2.39 -0.14
F -4.74 -3.65 -0.62
C -5.64 -1.50 -0.25
C -5.47 -0.22 0.24
C -0.88 1.52 -1.70
O -2.01 1.90 -1.98
C -0.25 0.38 -2.47
C -0.61 -0.96 -1.81
C 0.28 -1.28 -0.61
O -0.14 -1.34 0.52
N 1.57 -1.51 -0.96
C 2.65 -1.88 -0.17
C 2.57 -2.11 1.20
C 3.72 -2.50 1.86
C 4.90 -2.64 1.15
C 4.87 -2.38 -0.21
N 3.78 -2.00 -0.86
C 2.20 1.88 -1.13
C 3.49 1.60 -0.71
C 4.63 1.72 -1.68
H 5.69 1.84 1.08
H 5.60 0.20 0.46
H 5.08 0.54 2.11
H 2.80 0.78 2.49
H 0.52 1.25 1.73
H -0.08 3.69 0.62
H -1.38 3.79 -0.60
H -3.10 2.23 -0.44
H -3.76 1.57 2.38
H -5.00 2.15 1.24
H -2.30 -0.46 1.38
H -2.58 -2.75 0.52
H -6.56 -1.82 -0.71
H -6.29 0.49 0.16
H 0.83 0.49 -2.56
H -0.70 0.40 -3.47
H -0.49 -1.77 -2.54
H -1.64 -0.95 -1.47
H 1.83 -1.43 -1.94
H 1.63 -1.99 1.71
H 3.69 -2.70 2.92
H 5.81 -2.95 1.63
H 5.76 -2.47 -0.82
H 2.03 2.25 -2.13
H 5.09 0.75 -1.84
H 5.40 2.39 -1.28
H 4.29 2.11 -2.63

Computed properties:
HOMO-LUMO gap (Eh): 0.3397
SMILES: Cc1ccc(N(CC(=O)NCc2ccc(F)cc2)C(=O)CCC(=O)Nc2ccccn2)cc1C
Multiplicity: 1

Formally, the Mulliken partial charges of the atoms, in units of the elementary charge, are as follows:
1 C -2.060
2 C 1.606
3 C -1.450
4 C -0.071
5 C -1.066
6 N 0.624
7 C -1.176
8 C 0.646
9 O -0.665
10 N -0.098
11 C -1.224
12 C 0.409
13 C 0.040
14 C -0.953
15 C 0.582
16 F -0.342
17 C -0.685
18 C -0.485
19 C 0.701
20 O -0.794
21 C -0.875
22 C -0.674
23 C 0.433
24 O -0.592
25 N 0.147
26 C 0.560
27 C -0.448
28 C -0.628
29 C -0.379
30 C -0.543
31 N -0.584
32 C -0.420
33 C 1.299
34 C -2.033
35 H 0.463
36 H 0.386
37 H 0.365
38 H 0.317
39 H 0.484
40 H 0.406
41 H 0.529
42 H 0.359
43 H 0.398
44 H 0.403
45 H 0.511
46 H 0.519
47 H 0.429
48 H 0.343
49 H 0.452
50 H 0.538
51 H 0.546
52 H 0.054
53 H 0.323
54 H 0.494
55 H 0.443
56 H 0.416
57 H 0.400
58 H 0.531
59 H 0.317
60 H 0.357
61 H 0.415